{
  "formula": "C11H15NS",
  "method": "wB97M-V/def2-TZVPD",
  "homo_lumo_gap_ev": 7.785,
  "total_charge": 0,
  "max_force_ev_per_a": 5.948,
  "energy_ev": -23972.272,
  "homo_ev": -7.299,
  "multiplicity": 1,
  "elements": ["C", "C", "C", "C", "C", "C", "C", "C", "C", "C", "C", "N", "S", "H", "H", "H", "H", "H", "H", "H", "H", "H", "H", "H", "H", "H", "H", "H"],
  "coordinates": [[3.07639, -1.59386, -0.09980], [3.74789, -0.36417, -0.11073], [1.70700, -1.63502, 0.16684], [3.09711, 0.85316, -0.07858], [0.99363, -0.43553, 0.06419], [1.73255, 0.74268, -0.03678], [-0.78132, 1.55842, 0.12732], [-1.18704, 1.45668, 1.59734], [-1.87418, 2.01205, -0.92097], [-2.45549, -1.77575, -0.05918], [-1.10183, -1.35298, -0.67580], [-0.33984, -0.50890, 0.06101], [0.78863, 2.25432, -0.20343], [3.70133, -2.44224, 0.00949], [4.82103, -0.26850, -0.07115], [1.07638, -2.59081, 0.10571], [3.63780, 1.84245, -0.06820], [-2.02897, 0.69508, 1.85224], [-1.59491, 2.42474, 1.73399], [-0.27672, 1.26966, 2.26049], [-1.75003, 1.95303, -1.94259], [-2.08216, 3.08590, -0.58092], [-2.74419, 1.34965, -0.71219], [-2.80585, -2.69293, -0.38222], [-2.34470, -1.64087, 0.98875], [-3.13582, -1.03454, -0.36475], [-0.51273, -2.27870, -0.97484], [-1.36395, -0.88302, -1.68527]],
  "forces_ev_per_a": [[-0.119, 1.050, 1.593], [0.827, 0.326, -0.097], [0.064, -1.299, -1.905], [0.344, -0.139, 0.255], [1.058, -1.265, -0.260], [-1.266, 1.819, 0.310], [-0.603, -3.246, -1.031], [-0.065, -1.381, -0.063], [-0.773, -0.050, 4.860], [2.029, 2.158, 0.097], [-1.314, -2.403, -3.607], [-0.634, 5.556, 2.027], [0.125, -0.379, -0.287], [0.248, -0.978, -0.266], [0.294, -0.662, -0.251], [1.402, 1.354, 0.554], [-0.750, -1.305, -0.065], [1.594, 1.184, -0.791], [-0.403, 1.233, 1.082], [-1.348, 0.306, -0.974], [1.316, -0.058, -2.022], [-0.139, -1.372, -0.727], [0.150, 0.798, 0.076], [-0.510, -1.989, -0.399], [-0.129, -0.571, 1.125], [-1.277, 0.898, -0.328], [-0.509, 0.906, 0.361], [0.389, -0.490, 0.733]],
  "nbo_charge": [-0.21, -0.25, -0.23, -0.21, 0.13, -0.19, 0.08, -0.67, -0.67, -0.61, -0.21, -0.44, 0.28, 0.21, 0.21, 0.21, 0.23, 0.23, 0.21, 0.24, 0.23, 0.23, 0.22, 0.21, 0.21, 0.19, 0.20, 0.16]
}

{
  "formula": "C11H16AlBiI2O5S",
  "method": "wB97M-V/def2-TZVPD",
  "homo_lumo_gap_ev": 5.645,
  "total_charge": 4,
  "max_force_ev_per_a": 12.077,
  "energy_ev": -61328.443,
  "homo_ev": -22.893,
  "multiplicity": 1,
  "elements": ["I", "I", "Al", "Bi", "S", "C", "C", "C", "C", "C", "C", "C", "C", "O", "O", "O", "O", "H", "H", "H", "H", "H", "H", "H", "H", "H", "C", "C", "C", "O", "H", "H", "H", "H", "H", "H", "H"],
  "coordinates": [[3.60264, -1.54102, 0.55149], [3.33325, 1.39628, 0.73023], [0.57752, 0.96605, 0.55801], [0.18000, -2.21197, 0.39543], [0.75988, -0.31282, -1.30218], [-2.10358, -2.30103, -0.91693], [-2.10899, -1.63015, 1.71680], [0.14593, 0.12316, -3.11465], [0.98931, 1.32510, -3.52131], [-1.33332, 0.43343, -3.06788], [0.47529, -1.10724, -3.95756], [-1.87752, 2.35284, 1.35848], [-1.43627, 1.24325, 0.67375], [-3.09823, -1.41033, 2.24634], [-3.21618, -2.30707, -1.16613], [-2.58477, 3.08619, 1.95059], [-2.20097, 0.31991, 0.23366], [0.78310, 1.57311, -4.56176], [2.06177, 1.09581, -3.41159], [0.76478, 2.19929, -2.90434], [-1.68057, 0.58563, -4.09860], [-1.53419, 1.33694, -2.50205], [-1.90314, -0.39726, -2.62495], [0.24749, -0.93962, -5.01743], [-0.11810, -1.98398, -3.63053], [1.53586, -1.36038, -3.87410], [2.14373, -0.32330, 3.63413], [0.68785, -0.47328, 3.18661], [-0.21209, 0.56192, 3.83971], [0.59535, -0.42305, 1.75759], [2.55648, 0.64670, 3.34632], [2.78305, -1.11939, 3.22487], [2.14404, -0.36115, 4.74870], [0.35802, -1.47634, 3.46807], [0.09423, 1.56398, 3.53856], [-1.26838, 0.37417, 3.58563], [-0.14330, 0.49563, 4.92702]],
  "forces_ev_per_a": [[0.251, 1.491, -0.052], [-0.264, -1.350, -0.344], [1.463, -1.509, 0.144], [0.490, 0.784, -0.121], [0.374, -0.432, 0.798], [-3.659, -0.469, -0.950], [-3.288, 0.138, 2.265], [-0.983, 0.215, -2.116], [0.758, -0.234, 1.315], [-0.087, -0.449, 0.297], [0.036, -0.743, 0.900], [-9.095, 6.077, 5.120], [0.831, -4.259, -3.012], [3.190, -0.745, -1.635], [3.381, -0.003, 0.575], [5.289, -3.779, -3.435], [2.287, 4.067, 1.691], [-0.117, -0.124, -0.113], [-0.297, 0.148, -0.308], [-0.063, 0.077, -0.159], [0.041, -0.037, 0.193], [-0.093, 0.231, -0.001], [0.064, 0.290, -0.366], [-0.040, 0.265, 0.246], [0.211, 0.362, -0.249], [-0.080, 0.019, -0.171], [-0.277, -0.139, 0.613], [0.761, -0.267, 2.058], [-0.427, -0.592, -0.570], [-0.613, 0.288, -2.695], [-0.134, -0.096, 0.215], [-0.276, 0.279, 0.471], [0.213, -0.125, -0.792], [-0.145, -0.061, 0.098], [0.081, 0.378, 0.057], [0.167, 0.184, 0.076], [0.051, 0.120, -0.047]],
  "nbo_charge": [0.33, 0.37, 1.53, 1.80, -0.49, 0.47, 0.48, 0.11, -0.67, -0.66, -0.68, 0.82, -0.11, -0.31, -0.29, -0.04, -0.33, 0.31, 0.25, 0.22, 0.30, 0.21, 0.20, 0.31, 0.22, 0.25, -0.64, 0.09, -0.64, -1.09, 0.21, 0.23, 0.29, 0.21, 0.21, 0.21, 0.31]
}

{
  "formula": "C11H16AsN3OPtS",
  "method": "wB97M-V/def2-TZVPD",
  "homo_lumo_gap_ev": 5.812,
  "total_charge": 2,
  "max_force_ev_per_a": 0.467,
  "energy_ev": -93089.034,
  "homo_ev": -15.550,
  "multiplicity": 1,
  "elements": ["Pt", "N", "C", "S", "N", "N", "C", "C", "C", "C", "C", "C", "C", "O", "H", "H", "H", "H", "H", "H", "H", "C", "As", "C", "C", "H", "H", "H", "H", "H", "H", "H", "H", "H"],
  "coordinates": [[-0.74974, 0.24826, 0.37769], [2.51699, -1.91631, 2.07830], [1.51817, -1.19602, 1.64043], [0.56921, -1.59385, 0.30212], [1.28665, -0.04995, 2.44785], [0.42906, 0.73238, 1.97838], [0.10764, 1.77828, 2.85627], [-0.87217, 2.69296, 2.67385], [-1.05755, 3.65437, 3.74936], [-1.91156, 4.67754, 3.62242], [-2.66851, 4.85185, 2.39795], [-2.56920, 3.99450, 1.36034], [-1.71731, 2.85007, 1.44176], [-1.67048, 2.07473, 0.45776], [2.78738, -2.77802, 1.62262], [3.04992, -1.60814, 2.88223], [0.71325, 1.79086, 3.75530], [-0.47411, 3.52093, 4.65054], [-2.03985, 5.39187, 4.42335], [-3.33470, 5.70206, 2.32177], [-3.13329, 4.12641, 0.44792], [-4.06900, -0.63514, -0.26744], [-2.41331, -0.42213, -1.22332], [-2.08306, -2.07318, -2.14771], [-2.72701, 0.91250, -2.57198], [-4.85268, -0.89681, -0.97776], [-4.32591, 0.30134, 0.22362], [-3.96901, -1.42632, 0.47232], [-2.94070, -2.30479, -2.77744], [-1.93346, -2.87662, -1.42880], [-1.19609, -1.96536, -2.76981], [-3.38344, 0.49414, -3.33367], [-1.78222, 1.20587, -3.02410], [-3.19883, 1.78034, -2.11711]],
  "forces_ev_per_a": [[0.138, 0.221, -0.132], [-0.002, 0.045, -0.012], [0.054, -0.078, -0.103], [-0.119, -0.128, -0.002], [0.009, 0.187, -0.099], [-0.137, -0.303, 0.328], [0.014, 0.175, -0.038], [0.106, -0.112, -0.022], [-0.032, 0.064, 0.037], [0.026, -0.033, 0.017], [-0.008, -0.011, -0.033], [-0.013, 0.030, 0.036], [0.207, 0.096, -0.171], [-0.362, -0.091, 0.189], [0.012, 0.007, -0.013], [-0.019, -0.015, 0.023], [-0.004, 0.010, 0.003], [0.000, 0.004, 0.001], [0.002, 0.001, 0.000], [0.001, 0.001, 0.004], [-0.004, -0.009, 0.003], [-0.067, -0.032, -0.085], [0.118, -0.028, 0.039], [0.054, -0.002, 0.005], [0.040, 0.021, -0.004], [-0.009, -0.002, 0.013], [0.012, -0.003, 0.011], [0.006, 0.005, 0.005], [-0.003, 0.006, 0.004], [-0.012, -0.006, -0.002], [-0.002, -0.017, -0.008], [-0.014, -0.003, 0.015], [-0.007, -0.006, -0.020], [0.016, 0.004, 0.009]],
  "nbo_charge": [0.51, -0.64, 0.24, 0.09, -0.13, -0.16, 0.06, -0.08, -0.16, -0.17, -0.05, -0.27, 0.53, -0.59, 0.45, 0.45, 0.25, 0.25, 0.26, 0.26, 0.25, -0.95, 1.17, -0.95, -0.94, 0.26, 0.25, 0.26, 0.27, 0.26, 0.26, 0.26, 0.26, 0.26]
}